1.
The following is a quantum chemistry calculation of a molecular structure, C37H69BN11O3SSi2Y at a distorted geometry, from the Open Molecules 2025 dataset.

- Gap between HOMO and LUMO: 0.2288 hartree
- E_LUMO: 0.013 Eh
- Calculated total energy: -3319.65022 Eh
- Total charge: 0

Positions of all 125 atoms, in Å:
Y: 1.06125 0.71650 0.48734
S: 4.26989 -5.34484 -2.41374
Si: 3.68040 -0.07015 1.17650
Si: 1.36934 -0.59104 3.22972
O: -1.20364 0.00918 0.97465
O: 2.80764 -5.28846 -2.48807
O: 0.60311 2.82022 0.81860
N: 0.72302 -3.52724 -0.84316
N: -2.94661 0.38909 -1.63379
N: 1.24505 -2.58908 -0.07549
N: -2.94245 2.23828 0.12830
N: 0.93141 -4.87039 -0.49486
N: -1.39038 2.46674 -1.84459
N: -3.17361 -0.59906 -0.77196
N: -2.05392 2.74792 0.97149
N: 0.84778 -1.48501 -0.64421
N: -0.21917 1.70320 -1.93004
N: 0.04958 -3.07181 -1.88707
C: 4.73235 -0.78475 -0.23680
C: -3.57602 -1.69018 -1.39116
C: -2.88793 -2.96632 0.61470
C: -1.96068 3.97924 3.09656
C: 3.06966 -2.69879 4.29605
C: 1.36374 0.94813 -4.64497
C: -2.26726 4.72937 -2.46685
C: 4.29306 -3.42743 4.33257
C: -1.46786 2.84788 3.99876
C: -4.19854 2.36186 0.55839
C: 0.56017 2.32025 -2.84467
C: -3.87400 -2.94830 -0.58207
C: -3.54223 -1.43575 -2.77565
C: -0.07218 -1.68016 3.76450
C: 1.76459 1.67158 -3.36478
C: -4.03506 3.07129 1.77230
C: 1.46937 0.60091 4.75499
C: -3.15013 0.73859 -4.18978
C: -5.29782 -2.85242 -0.07799
C: 3.87940 -1.53757 2.38259
C: -0.87507 4.89798 2.58040
C: -0.05107 3.48963 -3.26873
C: -3.01679 4.78707 3.84577
C: 5.24118 -3.29634 3.34472
C: 5.05778 -2.29532 2.34636
C: -3.29813 -0.08803 -2.92474
C: 4.62546 -5.25257 -0.60473
C: -1.29061 3.57979 -2.56577
C: -5.40963 1.82446 -0.08749
C: -2.68429 3.31782 1.97800
C: 0.18773 -1.77087 -1.73598
C: 2.55665 0.84425 -2.35490
C: 4.74010 -3.68770 -2.91693
C: -3.66883 -4.10967 -1.51973
C: 2.91973 -1.76072 3.33566
C: 2.73019 2.82460 -3.84196
C: 4.68678 1.44117 1.99912
B: -2.74555 1.88210 -1.38484
H: -0.92370 -1.02994 3.93716
H: 6.12967 -3.88886 3.37552
H: -3.63935 2.44138 -2.06041
H: 1.30982 1.70287 -5.36534
H: -3.37670 5.64262 3.24257
H: 4.44906 -4.09280 5.16868
H: -1.02260 -0.48333 1.79384
H: -2.66923 0.18890 -4.98407
H: -3.75387 -2.02576 -3.65824
H: 4.55984 -0.09956 -1.09101
H: -3.33787 -2.46441 1.45737
H: 3.98329 -4.57423 -0.10787
H: 4.36975 -6.29415 -0.26429
H: 5.80661 -0.86700 0.01325
H: -5.52927 -1.96917 0.39139
H: -3.86052 4.29653 4.35444
H: -3.07755 4.61889 -1.78574
H: -0.32561 5.30210 3.47282
H: 2.27567 -2.92780 5.05941
H: -5.49227 -3.64212 0.58919
H: 5.65860 -5.06419 -0.52114
H: -0.24169 -1.03366 -2.39519
H: -5.44855 0.71968 0.05147
H: -6.02400 -2.92905 -0.90245
H: -2.55024 5.31088 4.69329
H: 1.95044 0.01801 -1.98764
H: 4.71968 -3.77173 -4.01919
H: 4.40945 2.41835 1.63178
H: -1.82775 5.64567 -2.06612
H: -2.64300 -3.94251 1.09499
H: -0.08411 -2.29576 4.65808
H: 5.80392 -3.43693 -2.75678
H: 4.50169 -1.88797 -0.48833
H: 4.19183 -2.93518 -2.38149
H: 5.86063 -1.98308 1.60229
H: -1.26135 5.76346 1.94214
H: 0.51650 1.07708 5.01767
H: 3.43646 0.42639 -2.87558
H: -2.00520 -0.31793 0.47060
H: -4.85638 3.46516 2.39249
H: -5.51423 2.16039 -1.13359
H: -2.30381 2.18102 4.21640
H: 0.36682 0.46165 -4.66180
H: 5.76977 1.35998 1.94658
H: -1.91778 -2.54298 0.32715
H: 1.77659 -0.01402 5.64805
H: 0.98357 3.59066 0.35845
H: 2.24374 1.31204 4.56139
H: -6.32108 2.28448 0.39872
H: -2.57691 1.66701 -4.10897
H: -0.30908 -2.41412 2.97512
H: 3.59670 2.35013 -4.22940
H: -4.08956 1.03170 -4.46340
H: 0.29053 4.26790 -3.99762
H: 2.96333 1.46852 -1.57520
H: -0.93595 2.87094 0.84731
H: -2.66345 -4.07330 -1.96349
H: 0.02708 -5.26444 -0.71486
H: -0.04602 4.32799 2.09865
H: 2.93895 3.51437 -3.01160
H: -0.76452 2.21061 3.50872
H: -1.16023 3.22373 4.97424
H: 4.53461 1.32412 3.11476
H: -3.74381 -5.16206 -1.15868
H: 2.09118 0.20022 -5.00401
H: -4.51577 -4.05113 -2.24740
H: 1.51707 -5.25003 -1.20785
H: -2.68207 5.03363 -3.45499
H: 2.29527 3.32109 -4.72271



2.
The following is a quantum chemistry calculation of 3 unconnected molecules or ions with the total composition C37H69FN5O6 at a distorted geometry, from the Open Molecules 2025 dataset.

- Gap between HOMO and LUMO (alpha / beta): 0.2478 / 0.2853 hartree
- Spin multiplicity: 3
- E_LUMO (alpha / beta): -0.132 / -0.132 Eh
- Calculated total energy: -2275.86015 Eh
- Total charge: +1

Positions of all 118 atoms, in Å:
F: -2.45171 -6.47961 -2.55568
O: 4.06637 -0.78837 -1.93908
O: 0.65583 -0.75554 -2.89806
O: -5.02086 -1.40015 -0.43217
O: -0.34985 -5.72149 0.53355
O: 5.56939 -0.93282 0.60593
O: 2.26280 3.24649 0.99587
N: -5.35717 -0.51608 0.44837
N: 1.90786 -1.81889 -0.14201
N: 0.72339 -2.57677 -0.33887
N: 2.37381 4.31906 0.28737
N: 0.72080 -3.78277 0.18502
C: 1.86565 -1.09506 0.91319
C: 6.07227 -1.11569 -0.70393
C: 2.93591 -0.07112 1.05324
C: 5.55051 -1.54030 2.92460
C: -4.55316 -5.39676 -2.50355
C: 5.04919 -1.73963 -1.61653
C: -0.02127 -6.84005 -0.33022
C: 4.47680 4.55124 1.54671
C: -3.44189 1.68216 0.47790
C: -1.47025 -4.02349 -0.72634
C: -3.12010 0.33050 1.10394
C: -3.93362 -1.86466 1.95901
C: -3.05347 -5.24768 -2.30565
C: -2.71436 -4.85958 -0.86605
C: -6.61007 1.64941 0.66652
C: -0.23145 -2.03925 -1.08049
C: -4.35076 -0.45640 1.55192
C: -4.95002 0.17484 2.82361
C: 2.54398 6.04491 2.06500
C: -6.56246 0.45793 -1.47085
C: 3.05083 -1.30491 -2.77021
C: 0.17550 3.61505 -0.59070
C: 3.28628 5.29781 0.95599
C: -5.72544 0.76965 -0.23537
C: -0.10370 -0.66421 -1.72424
C: 1.14565 5.70658 -1.40314
C: 0.32898 5.56361 0.97058
C: -1.40414 -2.76869 -1.28470
C: -0.35592 -4.51534 -0.01797
C: 1.97195 -0.23256 -2.79513
C: 5.92146 -1.96306 1.50713
C: 0.95825 -6.51625 -1.43303
C: 0.83070 -1.23195 1.99350
C: 1.02700 4.80578 -0.15934
C: -4.46010 1.52680 -0.65108
C: 3.87004 6.29440 -0.06223
C: 1.20928 6.63501 1.61271
H: 1.80601 -5.95427 -1.04088
H: 2.14884 0.44397 -3.62968
H: 0.68009 3.04053 -1.37152
H: 4.72105 6.80950 0.38110
H: 3.19212 6.83483 2.44839
H: 1.46018 6.72144 -1.17799
H: 6.98849 -2.18575 1.46125
H: 1.37207 7.46380 0.91955
H: 3.92983 -0.51929 1.08652
H: 0.17346 5.79098 -1.88802
H: 2.65672 -2.22100 -2.32084
H: -0.58517 6.01422 0.57828
H: 3.17331 7.06972 -0.36881
H: -0.77251 3.96954 -0.99536
H: -5.05025 -5.67147 -1.57669
H: -4.74204 2.50719 -1.03851
H: 6.43102 -0.16494 -1.09249
H: -7.08077 2.42665 0.06619
H: -0.19030 -1.14285 1.62640
H: 4.99447 3.97078 0.78160
H: -4.75806 -6.17847 -3.22934
H: 2.77559 0.53020 1.94021
H: -2.61312 -5.76556 -0.27651
H: -5.94710 -0.21973 3.01820
H: -3.98580 0.99048 -1.48095
H: 1.84198 5.28185 -2.12707
H: -3.39784 -2.39376 1.16917
H: 0.51750 -5.93496 -2.24179
H: -0.92701 -7.27410 -0.74827
H: 5.40985 -0.46402 2.97730
H: -2.21431 -2.32557 -1.84183
H: 4.22393 5.77608 -0.95407
H: -3.54418 -4.30207 -0.43062
H: -2.45254 0.47178 1.95807
H: -3.81397 2.37837 1.23337
H: -4.78834 -2.47374 2.25564
H: 2.92194 0.59999 0.19739
H: 2.11319 0.35082 -1.88591
H: 2.36062 5.35929 2.89854
H: -6.89474 1.39303 -1.91924
H: -7.40329 1.05897 1.12537
H: 4.18423 3.87762 2.34945
H: -2.52671 2.12864 0.08347
H: 5.17955 5.27329 1.95962
H: 0.98015 -0.45158 2.73102
H: 1.35866 -7.43088 -1.85942
H: -4.32476 -0.06608 3.68266
H: 0.41917 -7.58673 0.32222
H: 6.93732 -1.78582 -0.68051
H: 0.28091 0.09019 -1.04067
H: 0.02020 4.85218 1.74394
H: -1.11903 -0.40294 -2.01589
H: 5.53907 -2.13002 -2.51500
H: 0.98856 -2.18540 2.49419
H: 4.65762 -2.04613 3.28152
H: -6.06514 2.16370 1.45352
H: -2.56464 -0.27103 0.37031
H: 4.59111 -2.58291 -1.08426
H: 0.69102 7.05977 2.47358
H: -3.25729 -1.80881 2.81200
H: -2.65696 -4.51789 -3.01027
H: 5.36139 -2.86887 1.25430
H: -5.00991 1.25884 2.78758
H: 3.43658 -1.50888 -3.77125
H: -6.00050 -0.08964 -2.22434
H: -0.05182 2.94432 0.23758
H: 6.35177 -1.78684 3.61724
H: -7.44456 -0.12697 -1.20869
H: -4.99560 -4.47576 -2.87501



3.
The following is a quantum chemistry calculation of a molecular structure, C37H71N3O2PbSi6Te, from the Open Molecules 2025 dataset.

- Gap between HOMO and LUMO: 0.1996 hartree
- E_LUMO: 0.142 Eh
- Calculated total energy: -3965.24987 Eh
- Total charge: -2

Positions of all 121 atoms, in Å:
Pb: 1.46215 0.28283 0.46598
Te: -0.65097 -1.73659 -0.41536
Si: 3.00685 -2.57252 -1.53850
Si: -3.05122 -2.01776 0.09591
Si: -3.20508 -4.36144 -0.13059
Si: 2.53078 -2.88529 1.63747
Si: -3.92707 -1.58546 2.23114
Si: -4.42051 -1.07454 -1.55675
O: 4.23197 2.53010 0.49548
O: 1.56029 1.27473 -1.55150
N: -0.75656 2.21409 0.09536
N: 2.72908 5.10191 0.41487
N: 0.89289 3.22058 2.62939
C: 4.17358 -3.03559 2.57554
C: -2.20920 -5.14383 1.26731
C: -0.09187 2.95899 -2.12125
C: 1.33489 -2.22049 2.95415
C: 2.04617 2.68266 3.31795
C: -1.58167 3.00720 2.32525
C: -6.14244 -1.85561 -1.65969
C: 2.47018 -1.48787 -2.98333
C: 4.84715 -2.95230 -1.81230
C: 1.14308 2.24837 -2.28186
C: 5.01816 4.66824 -2.34974
C: 0.93762 4.68109 2.61646
C: 6.50909 2.81437 -2.29696
C: 1.95857 2.65451 -3.37757
C: -4.68752 0.77720 -1.33956
C: 2.78641 -1.83952 0.14166
C: 5.89690 2.34616 -1.16443
C: -2.45038 -4.89695 -1.77369
C: 2.12482 -4.21910 -1.85365
C: -5.30923 -2.81864 2.62341
C: 4.78839 3.01640 -0.52120
C: -0.47037 3.91958 -3.07086
C: -1.01109 2.77856 -1.00958
C: 6.07924 3.99667 -2.92381
C: 3.27282 5.07193 -0.73336
C: -4.91033 -5.19296 -0.10451
C: 4.38272 4.24413 -1.17794
C: -0.34693 2.69486 3.16292
C: -4.73441 0.09527 2.52347
C: -3.59434 -1.31931 -3.22657
C: -2.60282 -1.82370 3.54772
C: 1.94035 -4.66179 1.39249
C: 1.56524 3.62037 -4.26654
C: 0.48279 5.33861 1.30698
C: -1.80397 2.13911 1.08381
C: 1.63383 6.03164 0.58724
C: 0.32775 4.26639 -4.13673
H: -5.74192 -2.57955 3.59964
H: -4.93331 -3.84207 2.66102
H: 1.38225 -2.87035 3.83359
H: -2.23386 -2.85186 3.53784
H: -6.10798 -2.78562 1.87842
H: -3.45318 -2.37996 -3.44709
H: -1.56013 -4.31200 -2.00866
H: 2.94953 3.00939 2.80329
H: -1.74129 -1.17652 3.36900
H: -4.76677 -6.26992 -0.23682
H: -2.78617 2.40639 0.66368
H: 2.57422 -0.42265 -2.77290
H: 2.08500 2.98708 4.38345
H: 2.60380 -5.05818 -1.34582
H: 1.27032 6.43084 -0.37434
H: -3.72673 1.29112 -1.29702
H: 0.36497 5.07632 3.47757
H: 1.98170 6.88568 1.18717
H: 1.81375 -5.11971 2.37854
H: 0.98265 -4.70297 0.87048
H: 4.64199 5.57195 -2.82545
H: 5.21214 -3.67813 -1.07995
H: -1.24257 -4.64530 1.36480
H: -2.99754 -1.60659 4.54463
H: -5.54153 -4.83949 -0.92109
H: -5.24718 1.17725 -2.19015
H: -5.23553 1.01685 -0.42684
H: 2.92113 2.16611 -3.46924
H: -2.00278 3.23677 -1.16209
H: 3.73950 -1.32211 0.33956
H: -2.16591 -5.95238 -1.72979
H: 0.09832 4.56805 0.64506
H: -4.02146 0.91650 2.51254
H: -2.60481 -0.85826 -3.22685
H: 1.08041 -4.18031 -1.53817
H: -5.45642 -5.03627 0.82562
H: -2.02910 -6.20429 1.06887
H: -1.42847 4.41463 -2.93312
H: 3.07103 -1.72725 -3.86677
H: 2.23110 3.89054 -5.07946
H: -0.51063 3.08417 4.19136
H: 2.14328 -4.41851 -2.92950
H: 7.33152 2.24842 -2.72715
H: -3.16489 -4.77137 -2.59166
H: -6.70099 -1.74703 -0.72662
H: -2.46916 2.85902 2.94967
H: 5.44751 -2.04510 -1.70555
H: -6.71652 -1.37476 -2.45725
H: 4.91734 -3.56869 1.97696
H: 0.01082 5.01730 -4.84914
H: 6.54841 4.35699 -3.83115
H: -5.49524 0.30828 1.77011
H: 4.57938 -2.04427 2.79200
H: -1.86004 1.08815 1.39908
H: -6.07946 -2.92103 -1.88486
H: 4.04917 -3.56707 3.52391
H: 2.88824 5.74411 -1.52443
H: 5.01797 -3.35835 -2.81412
H: -2.72973 -5.06067 2.22524
H: -0.32180 6.06183 1.48725
H: 2.65751 -5.26068 0.82867
H: 6.22039 1.41840 -0.70736
H: 2.02522 1.59223 3.28111
H: 1.97956 4.96063 2.76956
H: 1.59048 -1.20987 3.28621
H: -0.25239 1.60651 3.25194
H: 0.30572 -2.20348 2.59240
H: -1.56976 4.06280 2.04789
H: -4.19125 -0.87322 -4.02749
H: 1.41883 -1.66341 -3.22619
H: -5.22434 0.07969 3.50182



4.
The following is a quantum chemistry calculation of a molecular structure, C37H71NO2P2SSi3Ti, from the Open Molecules 2025 dataset.

- Gap between HOMO and LUMO (alpha / beta): 0.2157 / 0.2263 hartree
- Spin multiplicity: 2
- E_LUMO (alpha / beta): 0.091 / 0.091 Eh
- Calculated total energy: -4456.60047 Eh
- Total charge: -1

Positions of all 118 atoms, in Å:
Ti: -0.38614 0.00303 -0.78184
S: -4.69070 -0.12989 0.43735
P: 2.77044 -0.31120 1.98268
P: -0.62896 -3.17516 1.42298
Si: 1.10258 0.65810 -3.18003
Si: -0.30921 3.28301 -2.43921
Si: -1.72153 1.22698 -4.11788
O: -6.06062 0.36578 0.77254
O: 1.61128 -0.03552 -1.68406
N: -0.24566 -0.02404 1.29660
C: 3.12589 -0.19479 3.82710
C: -1.33652 -1.87113 2.51941
C: 0.81841 -5.47673 1.97489
C: -2.91753 -3.60157 -0.21684
C: -2.19791 -0.04767 4.46284
C: -0.98739 -1.58425 -1.63737
C: -1.63739 4.11208 -1.36657
C: -4.71141 -0.58344 -1.29729
C: -3.67697 1.33361 0.21197
C: 4.39772 -0.08385 1.03290
C: 0.35705 3.63420 1.70982
C: 1.32755 3.76804 -1.62309
C: 2.28065 -1.29047 -1.60553
C: -1.44503 0.37815 3.38606
C: 1.72256 3.68020 1.93656
C: -2.08523 -2.26367 3.62890
C: -1.00921 -0.49220 2.36346
C: -0.35574 4.36441 -3.99701
C: 1.83573 1.25326 1.73989
C: 3.95646 0.92536 4.45379
C: 1.08798 -0.72150 -4.45316
C: -2.98868 -4.95219 1.86637
C: -2.05755 -4.26762 0.86284
C: 0.44130 1.20273 1.50686
C: -3.32772 2.22097 -3.87499
C: 1.09144 -3.60079 3.60805
C: 2.44192 2.49875 1.92943
C: -0.47615 1.46205 -2.75269
C: 2.58943 1.70123 -3.70427
C: 1.75723 -0.21571 4.51825
C: 5.68237 -0.15568 1.85785
C: -2.42645 -0.47479 -4.54080
C: -0.25499 2.41700 1.47998
C: -0.99576 1.76041 -5.80937
C: -2.53930 -1.38359 4.59721
C: 4.46880 1.07896 0.04145
C: 0.10800 -4.33421 2.70362
H: -1.68189 -1.22490 -4.80519
H: 3.51099 2.54170 2.08517
H: 0.85704 -0.31719 -5.44185
H: -5.31346 -1.48461 -1.39874
H: -3.12044 -1.73736 5.43904
H: -3.81401 -3.17350 0.23880
H: -2.64588 4.05010 -1.77171
H: 1.86795 -0.48666 5.57135
H: -0.23122 4.54354 1.68719
H: 2.06822 4.03012 -2.38101
H: -3.50457 2.89264 -4.71915
H: 5.90835 0.80469 2.32097
H: 2.23156 -1.63819 -0.57257
H: -1.38038 5.17557 -1.30895
H: 1.17036 4.64955 -1.00059
H: -2.69644 1.06015 -0.20017
H: 3.32621 -1.17537 -1.90924
H: 1.30165 0.77639 4.47436
H: 2.31553 2.45557 -4.44721
H: -1.30323 4.28845 -4.53626
H: 0.12479 -6.12389 1.43527
H: -1.66940 3.73099 -0.35229
H: -1.54178 -1.54382 -2.57634
H: 5.21742 0.85923 -0.72619
H: 1.05775 -0.90998 4.05385
H: -1.32249 2.37211 1.31311
H: -3.68164 -0.78652 -1.60220
H: 3.33379 1.04304 -4.16305
H: 1.36705 -6.10127 2.68614
H: 2.08242 -1.17329 -4.50972
H: 3.06352 2.21072 -2.86696
H: 1.77816 -2.02612 -2.23379
H: -4.17225 1.52878 -3.82870
H: 3.91637 0.82533 5.54332
H: -0.63607 -2.59648 -1.43096
H: 1.75379 2.99029 -0.98531
H: -2.38534 -2.80147 -0.73124
H: 3.62334 -1.14985 4.03284
H: 1.82787 -3.05072 3.01824
H: 2.22715 4.62526 2.09429
H: -1.02123 0.92218 -6.51097
H: -1.48154 -5.06484 0.37777
H: -5.15303 0.23803 -1.86204
H: -3.24411 -4.33789 -0.95661
H: 3.54543 1.90614 4.21578
H: -0.67974 -4.75995 3.33208
H: -0.22629 5.40962 -3.69904
H: 0.04002 2.09956 -5.73866
H: 0.44593 4.11461 -4.69607
H: 6.52293 -0.40495 1.20371
H: 5.00289 0.90470 4.16334
H: -1.17470 1.42380 3.34724
H: -4.18698 2.01216 -0.47292
H: -2.50751 0.67808 5.20651
H: -1.57173 2.57643 -6.25366
H: 4.38137 -0.99546 0.42855
H: -2.46634 -5.51018 2.64542
H: 1.53546 -5.07967 1.25139
H: -2.28214 -3.31650 3.76981
H: -3.06803 -0.88832 -3.76338
H: 5.63947 -0.91333 2.64231
H: 0.57796 -2.88768 4.25233
H: 4.77196 2.00604 0.53101
H: 0.36779 -1.50156 -4.21042
H: -3.62219 -5.66383 1.32713
H: -3.56519 1.79076 1.19423
H: -3.65514 -4.23026 2.33778
H: 3.51929 1.25569 -0.46107
H: -3.35388 2.81824 -2.96816
H: -3.05119 -0.29880 -5.42468
H: 1.62459 -4.31248 4.24705



> Which of these has the lowest calculated total energy?

C37H71NO2P2SSi3Ti



> Which of these has the lowest total charge?

C37H71N3O2PbSi6Te



> Which formula does entry 1 have?

C37H69BN11O3SSi2Y



> What is the formula in the first record?

C37H69BN11O3SSi2Y